Formula: C68H150F3NO5P4
Source: the Open Molecules 2025 dataset
Level of theory: ωB97M-V with the def2-TZVPD basis set

Calculated values
- HOMO (eV) = -6.5
- electronic energy (a.u.) = -4776.013042
- multiplicity = 1
- ΔE to the lowest compared entry with this formula, charge and spin (kJ/mol) = 362.7
- charge = +2
- HOMO-LUMO gap (eV) = 3.3

The geometry in XYZ format:
```
231
C68H150F3NO5P4 | the Open Molecules 2025 dataset | ωB97M-V with the def2-TZVPD basis set
P -7.92 -4.31 -13.88
P 2.83 2.84 -12.41
P 7.84 -1.41 -20.49
P -0.74 7.80 -19.86
F 4.96 -7.16 -22.61
F 4.81 -5.68 -24.06
F 4.31 -7.79 -24.49
O 2.92 -5.35 -22.33
O 1.71 -6.18 -24.02
O 2.64 1.25 -18.85
O 0.98 2.55 -19.08
O 2.64 3.19 -17.97
N 2.10 2.30 -18.65
C 8.50 1.21 -19.75
C -1.14 3.48 -12.47
C 7.04 1.53 -24.94
C 5.41 7.54 -11.48
C 2.46 -5.32 -20.99
C -8.68 -5.13 -16.66
C 7.41 -5.72 -16.96
C -4.12 5.71 -18.46
C -4.11 -2.59 -15.36
C -2.34 2.44 -12.35
C 4.18 4.10 -12.45
C 0.27 7.73 -18.31
C -2.15 6.63 -19.82
C 6.89 -4.70 -18.02
C 11.34 -4.79 -22.45
C 4.16 -6.80 -23.59
C -7.33 -8.39 -12.64
C 2.98 -0.98 -14.03
C 9.59 -3.15 -21.67
C 8.97 2.14 -18.68
C 8.00 -0.13 -19.18
C -9.76 -2.54 -12.46
C 11.03 -3.34 -22.04
C -3.80 10.23 -19.35
C -7.09 -5.86 -13.59
C 7.76 -3.52 -18.48
C 2.75 -6.52 -23.12
C 9.45 -1.72 -21.22
C 2.42 6.59 -22.06
C 1.53 2.92 -8.45
C -2.36 10.05 -18.91
C 5.40 6.22 -12.23
C -9.02 -1.23 -12.50
C 7.04 -2.89 -19.76
C -5.44 -3.43 -15.21
C 7.98 2.33 -17.45
C -9.46 -5.95 -18.95
C -4.26 -1.36 -16.24
C 2.29 0.31 -13.60
C 2.55 8.47 -17.32
C -8.34 -9.52 -12.45
C 1.98 3.43 -9.88
C -8.79 -3.76 -12.34
C 6.72 -0.88 -21.89
C -8.05 -7.04 -13.06
C 6.39 0.65 -23.88
C 0.13 2.92 -13.09
C -9.27 -4.68 -15.26
C 3.89 -1.57 -12.96
C 1.40 3.77 -13.05
C -8.17 -0.85 -11.31
C -1.40 9.48 -19.92
C -9.88 -5.27 -17.71
C -6.68 -2.94 -14.42
C 1.07 4.00 -7.49
C 3.35 1.42 -13.38
C 0.23 7.60 -21.32
C 4.41 5.29 -11.53
C 1.39 8.79 -18.30
C 2.36 2.28 -10.78
C 1.13 6.36 -21.32
C 2.11 -3.85 -20.85
C 3.31 7.58 -21.27
C 3.49 9.70 -17.31
C -4.87 5.74 -17.11
C -2.74 6.24 -18.40
C 7.37 0.20 -22.79
C -4.68 10.78 -18.20
H 0.30 1.98 -12.55
H 0.60 5.54 -21.81
H 4.16 -2.62 -13.11
H 1.42 4.54 -12.28
H -1.78 5.74 -20.32
H 4.17 1.12 -12.72
H 3.65 10.25 -18.24
H 6.58 -1.84 -22.39
H 4.50 9.50 -16.95
H 8.92 -3.50 -22.46
H 0.72 3.62 -6.53
H 6.33 2.17 -25.46
H 5.93 -4.25 -17.76
H 4.29 7.75 -21.71
H -9.95 -5.46 -14.93
H -6.23 -5.76 -12.93
H -9.23 -9.25 -11.87
H 7.84 -2.69 -17.78
H 2.89 5.62 -22.24
H 7.75 2.24 -24.52
H -8.17 -6.09 -16.60
H -1.47 4.29 -13.12
H 1.38 6.19 -20.27
H -1.85 9.63 -20.90
H 5.92 -0.25 -24.30
H -9.79 -0.47 -12.38
H 9.24 1.25 -20.54
H 6.59 -5.23 -18.92
H 4.20 4.41 -13.50
H -10.23 -4.26 -17.93
H -7.88 -4.47 -16.98
H 1.10 -3.59 -21.17
H 2.98 10.41 -16.66
H 6.66 -6.46 -16.68
H 5.90 7.30 -10.53
H 0.63 6.72 -18.11
H 9.24 3.07 -19.20
H -8.50 -6.89 -12.08
H -2.02 11.06 -18.66
H 3.52 -0.85 -14.97
H 9.80 -1.07 -22.03
H -5.64 -3.67 -16.25
H -7.31 -1.49 -11.14
H -3.79 -2.26 -14.37
H -3.32 2.82 -12.09
H 0.77 2.14 -8.46
H 7.61 -5.23 -16.01
H 1.79 8.96 -19.30
H -9.29 -4.65 -11.95
H -3.82 10.89 -20.21
H 1.98 -3.46 -19.85
H 2.81 -3.13 -21.26
H -5.76 10.65 -18.24
H 10.69 -5.16 -23.24
H 5.80 -0.58 -21.39
H 2.19 8.25 -16.32
H 8.64 2.86 -16.77
H -0.93 3.95 -11.51
H -6.68 -8.22 -11.78
H 8.29 -6.29 -17.28
H 5.08 3.48 -12.42
H -5.89 5.38 -17.26
H -8.67 -9.91 -13.42
H 5.95 8.30 -12.04
H -0.04 2.51 -14.09
H -6.26 -2.72 -13.43
H 1.48 1.66 -10.94
H 2.91 8.58 -21.39
H -7.99 -10.41 -11.92
H 3.51 7.30 -20.24
H 8.26 -0.15 -23.31
H 3.72 1.80 -14.33
H 2.40 -7.36 -22.51
H 1.56 4.20 -14.04
H 7.55 0.98 -25.73
H 8.74 -3.93 -18.74
H 6.83 -3.67 -20.49
H -4.21 9.30 -19.75
H -2.37 2.07 -13.37
H -2.56 6.98 -17.63
H 3.17 1.66 -10.40
H -7.19 -2.07 -14.84
H 5.04 6.48 -13.22
H 4.43 8.00 -11.40
H -4.43 11.84 -18.10
H -4.94 6.77 -16.77
H 0.17 4.50 -7.82
H -2.07 1.70 -11.60
H -3.33 -0.82 -16.40
H 11.32 -2.65 -22.83
H 7.64 1.41 -16.98
H 11.68 -3.16 -21.18
H 1.38 0.56 -14.15
H 5.50 1.08 -23.41
H -4.24 4.65 -18.69
H 3.46 5.81 -11.39
H 9.97 1.86 -18.36
H -0.52 7.50 -22.11
H -3.32 -3.24 -15.72
H 4.81 -1.01 -12.79
H 1.57 -5.89 -20.75
H -10.75 -5.76 -17.28
H 6.38 5.74 -12.32
H -8.83 -7.42 -13.72
H -8.61 -0.87 -13.44
H -2.34 9.49 -17.97
H -8.94 -5.21 -19.57
H 3.22 -5.53 -20.24
H 2.86 4.09 -9.82
H 12.37 -4.86 -22.79
H 0.85 9.72 -18.11
H 7.04 -0.05 -18.67
H -4.48 10.16 -17.33
H -4.45 -1.63 -17.28
H 11.22 -5.46 -21.60
H -8.75 -1.21 -10.46
H -2.98 7.11 -20.33
H 7.67 1.62 -20.33
H 1.88 4.72 -7.36
H 3.34 -1.55 -12.02
H -5.13 -0.76 -15.96
H -5.02 -4.38 -14.86
H -7.94 -3.63 -11.67
H -6.60 -8.70 -13.38
H 8.76 -0.54 -18.52
H 7.75 1.05 -22.22
H -10.28 -6.33 -19.57
H -0.44 7.83 -17.48
H 1.79 0.06 -12.67
H 10.07 -1.54 -20.34
H 2.05 6.96 -23.02
H 9.43 -3.80 -20.81
H -4.69 6.37 -19.12
H -9.90 -3.79 -15.25
H 2.26 -1.73 -14.34
H -10.21 -2.60 -13.45
H -8.78 -6.79 -18.85
H 4.81 4.95 -10.58
H 0.76 8.54 -21.43
H -2.06 5.49 -18.00
H -7.91 0.21 -11.28
H 2.34 2.36 -7.98
H -4.52 5.10 -16.30
H -6.69 -6.05 -14.59
H 6.10 -2.48 -19.38
H -10.45 -2.58 -11.62
H -0.44 9.99 -19.83
H 7.18 3.04 -17.65
H 1.07 3.93 -10.22
H 2.93 7.50 -17.64
```

Here are the Löwdin charges for atoms 1 to 8, given in e: P 1.072; P 1.005; P 1.034; P 1.008; F 0.117; F 0.084; F 0.122; O -0.131